1.
20
Properties=species:S:1:pos:R:3:forces:R:3 method="wB97M-V/def2-TZVPD" largest_force_ev_per_a=3.970 homo_lumo_gap_ev=5.8356 total_charge=-1 e_tot_ha=-2099.486610 lumo_ha=0.0746 e_above_lowest_kj_mol=160.86
O 0.314311 1.698369 -0.581763 -1.1 -1.3 0.3
V -0.108076 0.185846 -0.284913 0.8 2.5 -1.4
O -1.534566 -0.031018 -1.058681 1.4 -0.1 1.4
S 2.863267 -0.516876 1.387058 3.1 -1.0 2.1
O 1.836340 -0.210803 0.341428 -3.2 0.3 -2.3
O 3.352064 -1.895527 1.104369 -0.8 0.8 0.2
O 3.958199 0.459123 1.312760 -0.4 -0.1 -0.8
O 2.207495 -0.375855 2.691686 -0.8 -0.5 0.1
O -0.905322 0.992619 1.736859 -0.3 -0.6 -0.2
H -0.891254 1.882822 2.100805 0.4 0.1 -0.3
H -1.571289 0.518067 2.244554 0.2 -0.1 0.0
O 0.811232 -0.345177 -2.284912 0.8 -0.2 0.3
H 0.496959 -0.200333 -3.182050 -0.5 0.1 0.2
H 1.667707 0.109917 -2.233390 0.0 -0.2 0.3
O -3.445902 1.699211 -2.233204 -0.6 0.3 -0.3
H -3.699472 1.865920 -1.321438 0.2 -0.1 0.0
H -3.681890 0.778996 -2.381469 0.3 -0.1 0.1
O -0.556335 -1.964473 0.571987 0.6 -0.2 0.4
H -1.325797 -2.290554 1.047954 -0.1 0.1 -0.2
H 0.212320 -2.360277 1.022361 0.1 0.4 -0.1



2.
23
Properties=species:S:1:pos:R:3:forces:R:3 method="wB97M-V/def2-TZVPD" largest_force_ev_per_a=5.101 homo_lumo_gap_ev="3.7670 / 3.5562" total_charge=-2 multiplicity=2 e_tot_ha=-1876.479953 s2=0.76 lumo_ha="0.1356 / 0.1357" e_above_lowest_kj_mol=0.00
Tl 0.304295 -0.055818 -0.462331 -2.1 0.4 0.6
S -3.187209 0.177309 -0.103754 0.9 2.0 2.6
O -2.246850 1.208507 0.394375 2.0 1.8 -0.5
O -2.324329 -0.974805 -0.333905 1.1 -2.7 -1.0
O -4.122797 0.033469 0.976146 -2.0 -1.7 1.6
O -3.897665 0.628020 -1.266222 -0.8 0.4 -3.2
S -0.297972 0.689696 3.547132 1.2 1.5 3.2
O 0.162868 -0.431813 4.327853 -0.2 -1.1 0.9
O -1.778932 0.657756 3.392327 -1.2 -0.1 -0.1
O 0.146839 1.963269 4.106104 -0.4 0.5 1.0
O 0.219129 0.641196 2.240727 1.1 -0.8 -4.9
O 2.972046 -1.154689 -0.394265 0.3 -0.2 0.0
H 3.012684 -2.100710 -0.534306 0.0 -0.3 0.1
H 3.831968 -0.834569 -0.666841 0.3 0.2 0.0
O -1.076068 0.217597 -3.072019 0.7 0.1 -0.4
H -1.676359 0.957882 -3.160704 -0.6 0.2 0.5
H -1.074187 -0.194669 -3.935891 -0.1 -0.2 -0.1
O 0.751168 -2.246519 -2.421870 -0.2 -0.3 -0.2
H 1.153431 -2.022036 -3.260927 0.1 0.2 -0.2
H 1.322274 -2.921330 -2.054836 0.1 -0.2 0.2
O 2.476037 1.619466 0.680047 0.5 0.1 -0.4
H 3.375274 1.931592 0.780955 0.2 0.1 0.1
H 1.954354 2.211199 1.222204 -0.6 -0.1 0.5



3.
12
Properties=species:S:1:pos:R:3:forces:R:3 method="wB97M-V/def2-TZVPD" largest_force_ev_per_a=0.551 homo_lumo_gap_ev=10.9858 total_charge=0 e_tot_ha=-305.749825 lumo_ha=0.0066 smiles=O.O.O.O e_above_lowest_kj_mol=77.14
O 1.591279 -0.616635 3.362953 0.1 -0.2 -0.4
H 2.354534 -1.178791 3.532206 -0.1 0.1 0.0
H 1.449794 -0.655179 2.396627 0.0 0.1 0.5
O -1.034470 1.222039 -2.217491 0.0 0.2 -0.2
H -1.274185 1.198404 -3.153087 0.0 0.0 0.1
H -0.294877 1.839143 -2.171764 -0.1 -0.1 0.0
O -1.281488 -1.515892 -1.496962 -0.1 0.2 0.1
H -1.382660 -0.576637 -1.726515 0.1 -0.3 0.1
H -1.719006 -1.611584 -0.643358 0.0 0.0 -0.1
O 0.669232 0.340445 0.927826 -0.1 0.3 -0.4
H 0.253052 0.271766 0.057844 0.1 -0.2 0.1
H 0.668792 1.282919 1.131717 0.0 -0.1 0.1



4.
12
Properties=species:S:1:pos:R:3:forces:R:3 method="wB97M-V/def2-TZVPD" largest_force_ev_per_a=1.707 homo_lumo_gap_ev=11.9305 total_charge=0 e_tot_ha=-305.738603 lumo_ha=0.0189 smiles=O.O.O.O e_above_lowest_kj_mol=106.61
O -0.043760 2.720685 0.021732 0.0 -0.6 -1.3
H 0.025990 3.445420 0.615629 0.1 0.8 0.8
H 0.140992 1.926736 0.520306 -0.3 -0.2 0.6
O 0.415900 -2.676939 -0.430088 0.1 0.3 -0.9
H 0.550098 -2.744528 0.504980 -0.1 -0.1 0.9
H -0.531737 -2.592858 -0.583655 0.0 -0.1 0.1
O -0.316005 -0.087100 -1.330097 -1.4 0.4 -0.9
H -0.271263 0.890716 -1.332793 0.7 -0.9 0.3
H 0.375487 -0.604645 -0.920219 0.7 0.4 -0.2
O -0.230855 0.024926 1.339914 1.1 0.2 0.4
H -0.767742 -0.412757 0.673279 -0.1 0.2 -0.3
H 0.652898 0.110346 0.921014 -0.8 -0.4 0.5



5.
12
Properties=species:S:1:pos:R:3:forces:R:3 method="wB97M-V/def2-TZVPD" largest_force_ev_per_a=0.996 homo_lumo_gap_ev=10.1746 total_charge=0 e_tot_ha=-305.742619 lumo_ha=-0.0028 smiles=O.O.O.O e_above_lowest_kj_mol=96.06
O -1.256635 0.369417 1.221282 0.0 0.2 0.3
H -1.296271 0.216653 2.165372 0.1 0.0 0.4
H -2.169889 0.482825 0.957972 -0.3 0.1 -0.2
O -0.020780 2.127853 -1.012144 0.0 0.1 -0.3
H -0.083853 2.858802 -0.397357 0.0 0.2 0.1
H -0.237292 1.355539 -0.489765 0.0 -0.3 0.1
O -0.109890 -1.510056 -0.275469 -0.2 -0.7 -0.2
H -0.986595 -1.857693 -0.439065 -0.1 -0.2 -0.1
H -0.226483 -0.896617 0.450012 -0.2 0.3 0.2
O 2.315427 -1.021949 -1.069238 0.9 0.2 -0.3
H 1.451664 -1.398200 -0.900184 -0.4 -0.1 0.0
H 2.620598 -0.726573 -0.211415 0.2 0.1 0.1



Copy entry 5 word for word.
12
Properties=species:S:1:pos:R:3:forces:R:3 method="wB97M-V/def2-TZVPD" largest_force_ev_per_a=0.996 homo_lumo_gap_ev=10.1746 total_charge=0 e_tot_ha=-305.742619 lumo_ha=-0.0028 smiles=O.O.O.O e_above_lowest_kj_mol=96.06
O -1.256635 0.369417 1.221282 0.0 0.2 0.3
H -1.296271 0.216653 2.165372 0.1 0.0 0.4
H -2.169889 0.482825 0.957972 -0.3 0.1 -0.2
O -0.020780 2.127853 -1.012144 0.0 0.1 -0.3
H -0.083853 2.858802 -0.397357 0.0 0.2 0.1
H -0.237292 1.355539 -0.489765 0.0 -0.3 0.1
O -0.109890 -1.510056 -0.275469 -0.2 -0.7 -0.2
H -0.986595 -1.857693 -0.439065 -0.1 -0.2 -0.1
H -0.226483 -0.896617 0.450012 -0.2 0.3 0.2
O 2.315427 -1.021949 -1.069238 0.9 0.2 -0.3
H 1.451664 -1.398200 -0.900184 -0.4 -0.1 0.0
H 2.620598 -0.726573 -0.211415 0.2 0.1 0.1



Please write out number 4 again, unchanged.
12
Properties=species:S:1:pos:R:3:forces:R:3 method="wB97M-V/def2-TZVPD" largest_force_ev_per_a=1.707 homo_lumo_gap_ev=11.9305 total_charge=0 e_tot_ha=-305.738603 lumo_ha=0.0189 smiles=O.O.O.O e_above_lowest_kj_mol=106.61
O -0.043760 2.720685 0.021732 0.0 -0.6 -1.3
H 0.025990 3.445420 0.615629 0.1 0.8 0.8
H 0.140992 1.926736 0.520306 -0.3 -0.2 0.6
O 0.415900 -2.676939 -0.430088 0.1 0.3 -0.9
H 0.550098 -2.744528 0.504980 -0.1 -0.1 0.9
H -0.531737 -2.592858 -0.583655 0.0 -0.1 0.1
O -0.316005 -0.087100 -1.330097 -1.4 0.4 -0.9
H -0.271263 0.890716 -1.332793 0.7 -0.9 0.3
H 0.375487 -0.604645 -0.920219 0.7 0.4 -0.2
O -0.230855 0.024926 1.339914 1.1 0.2 0.4
H -0.767742 -0.412757 0.673279 -0.1 0.2 -0.3
H 0.652898 0.110346 0.921014 -0.8 -0.4 0.5